(1)
{"formula": "C14H26BaNP", "method": "the ωB97M-V functional and the def2-TZVPD basis", "elements": ["C", "C", "C", "C", "C", "C", "C", "C", "N", "Ba", "C", "P", "H", "H", "H", "H", "H", "H", "H", "H", "C", "C", "H", "C", "C", "H", "H", "H", "H", "H", "H", "H", "H", "H", "H", "H", "H", "H", "H", "C", "H", "H", "H"], "xyz": [[-0.050648, -3.210860, -2.007048], [0.610258, -2.050833, -2.412795], [0.673037, -0.944896, -1.546145], [0.095699, -1.037137, -0.294781], [-0.542943, -2.181317, 0.133461], [-0.614300, -3.292900, -0.728597], [1.431127, 0.316892, -1.965046], [0.948604, 1.543684, -1.167254], [-0.018148, 2.438631, -1.597571], [1.688675, 0.933812, 1.239824], [-1.099804, -2.178782, 1.536589], [-0.998283, -0.413937, 2.100959], [1.080721, -1.958192, -3.393445], [-1.116160, -4.202337, -0.389721], [-0.126640, -4.048901, -2.694913], [-0.487540, -2.772358, 2.237077], [-2.141474, -2.530386, 1.610910], [2.517451, 0.207017, -1.742545], [1.355252, 0.513962, -3.046088], [0.233433, 1.015492, -0.423377], [-1.662672, -0.581321, 3.783709], [-2.498711, 0.192876, 1.262886], [1.822433, 2.162555, -0.808309], [-1.216368, 1.859166, -2.141993], [0.090232, 3.871697, -1.473810], [1.732079, 1.726002, 3.595766], [-1.716356, 2.587488, -2.798104], [-0.963334, 0.939257, -2.698342], [-1.921626, 1.544044, -1.342900], [-0.549159, 4.333907, -2.242455], [-0.226217, 4.263794, -0.487890], [1.133429, 4.196823, -1.613900], [-3.352135, -0.425261, 1.575307], [-2.671696, 1.237335, 1.555409], [-2.393522, 0.141050, 0.174382], [-2.568464, -1.202565, 3.780463], [-0.900486, -1.037094, 4.428181], [-1.898640, 0.419982, 4.165536], [1.292176, 2.496269, 3.231533], [3.563590, -1.012712, 0.670612], [4.435284, -0.650855, 0.098646], [3.147002, -1.892543, 0.150667], [3.884848, -1.316548, 1.685111]], "forces_ev_per_a": [[0.029, 0.089, 0.136], [0.013, 0.574, 0.221], [0.034, -1.015, -0.716], [0.458, 1.794, 0.913], [0.064, -1.128, -0.832], [-0.122, 0.332, 0.227], [0.411, 0.461, -0.408], [-0.558, -0.438, 0.969], [-0.960, 2.107, -2.970], [1.192, -2.348, 0.593], [0.333, 0.202, 0.382], [-0.022, -0.494, -0.228], [-0.179, -0.288, 0.076], [0.124, 0.120, -0.227], [0.035, 0.050, 0.147], [-0.174, -0.014, -0.271], [0.254, 0.043, -0.020], [-0.562, -0.179, -0.134], [0.021, -0.137, 0.219], [1.553, -0.204, 0.082], [-0.369, -0.140, 0.391], [-0.291, 0.426, -0.056], [-0.817, -0.480, -0.424], [-0.226, -0.175, 0.214], [0.085, -0.310, 0.003], [-1.984, 3.698, -0.926], [0.086, -0.364, 0.136], [-0.223, 0.421, 0.033], [0.067, 0.175, -0.316], [0.329, 0.051, 0.280], [-0.092, -0.032, -0.114], [-0.252, -0.037, -0.129], [0.115, 0.224, -0.085], [-0.154, -0.199, -0.113], [0.056, -0.056, 0.295], [0.122, 0.142, 0.249], [-0.227, 0.086, -0.042], [-0.008, -0.242, 0.068], [1.895, -3.188, 2.063], [-0.325, 0.510, 0.170], [-0.019, -0.207, 0.244], [0.095, 0.268, 0.195], [0.193, -0.093, -0.294]], "lowdin_charge": [-0.09, -0.06, -0.30, -0.22, -0.35, -0.05, -0.15, -0.49, -0.31, 1.53, -0.31, 0.70, 0.10, 0.10, 0.09, 0.09, 0.09, 0.11, 0.12, -0.01, -0.33, -0.28, 0.06, -0.06, -0.08, 0.00, 0.09, 0.09, 0.08, 0.08, 0.08, 0.08, 0.05, 0.04, 0.02, 0.04, 0.03, 0.03, 0.02, -0.40, -0.09, -0.07, -0.09], "e_lumo_ev": -0.612, "e_above_lowest_ev": 0.000, "e_tot_ha": -970.39123, "e_homo_ev": -6.33}

---

(2)
{"formula": "C39H53BrN9P", "method": "the ωB97M-V functional and the def2-TZVPD basis", "elements": ["C", "C", "Br", "C", "P", "H", "H", "H", "H", "H", "H", "H", "H", "C", "C", "C", "N", "C", "H", "H", "H", "H", "H", "C", "C", "C", "N", "C", "H", "H", "H", "H", "H", "C", "C", "C", "N", "C", "H", "H", "H", "H", "H", "C", "C", "C", "N", "C", "H", "H", "H", "H", "H", "C", "C", "C", "N", "C", "H", "H", "H", "H", "H", "C", "C", "C", "N", "C", "H", "H", "H", "H", "H", "C", "C", "C", "N", "C", "H", "H", "H", "H", "H", "C", "C", "C", "N", "C", "H", "H", "H", "H", "H", "C", "C", "C", "N", "C", "H", "H", "H", "H", "H"], "xyz": [[0.901261, -1.154659, -1.706553], [2.361541, -0.959980, -2.110265], [2.511868, -0.977134, -4.052931], [3.261315, -2.001720, -1.401985], [4.762232, -2.694557, -2.213558], [0.383038, -0.210893, -1.584787], [0.381201, -1.763058, -2.435301], [0.885182, -1.646631, -0.740315], [2.652763, 0.035451, -1.804102], [3.597461, -1.576216, -0.464428], [2.641094, -2.862831, -1.185588], [4.282622, -3.692787, -3.075675], [5.341631, -1.703306, -3.019947], [-3.962960, 1.445713, -1.174183], [-3.293788, 0.729675, -2.202997], [-2.937086, -0.487675, -1.687888], [-3.363658, -0.534431, -0.388692], [-3.992137, 0.639301, -0.067819], [-4.375285, 2.438190, -1.239045], [-3.096825, 1.069752, -3.205427], [-2.419802, -1.320456, -2.131900], [-3.233268, -1.309382, 0.234693], [-4.400850, 0.799684, 0.915858], [-7.475509, -1.064222, 3.607413], [-8.435089, -0.114263, 3.165703], [-8.125248, 0.206516, 1.870904], [-7.016396, -0.509903, 1.516042], [-6.615032, -1.289007, 2.565981], [-7.422581, -1.529952, 4.577223], [-9.257368, 0.287621, 3.734438], [-8.595786, 0.880235, 1.176300], [-6.563893, -0.468645, 0.619971], [-5.756969, -1.933726, 2.483644], [4.837532, 3.291010, -4.153440], [4.590110, 1.963601, -3.712317], [5.487382, 1.696977, -2.711495], [6.265174, 2.807885, -2.531637], [5.876602, 3.784285, -3.405570], [4.310398, 3.819197, -4.931229], [3.842151, 1.279580, -4.083413], [5.639760, 0.814316, -2.113631], [7.009147, 2.893767, -1.863322], [6.373833, 4.740776, -3.417527], [-11.529725, 1.783913, 7.253441], [-10.220397, 1.260530, 7.428312], [-10.122769, 0.139434, 6.648631], [-11.322157, -0.035778, 6.013049], [-12.182418, 0.964393, 6.371673], [-11.943313, 2.662152, 7.719078], [-9.440363, 1.661836, 8.052773], [-9.307578, -0.546174, 6.490978], [-11.535902, -0.784054, 5.378621], [-13.180405, 1.006997, 5.971606], [5.151615, 7.933106, 0.019910], [5.222240, 6.934693, 1.027613], [5.032982, 5.723721, 0.415980], [4.850563, 5.952990, -0.919423], [4.921948, 7.295248, -1.170200], [5.256397, 8.996354, 0.153455], [5.391561, 7.088073, 2.079851], [5.012379, 4.724222, 0.814816], [4.687159, 5.242842, -1.611324], [4.802715, 7.680757, -2.168365], [4.959954, 6.921224, -8.045426], [5.183752, 8.133274, -7.338438], [5.338122, 7.812371, -6.016777], [5.213402, 6.454840, -5.899469], [4.986107, 5.903283, -7.130493], [4.799965, 6.809794, -9.104307], [5.227310, 9.125962, -7.753095], [5.525171, 8.429838, -5.155274], [5.278810, 5.940609, -5.041303], [4.864650, 4.840463, -7.249156], [8.864389, -5.154110, -5.134345], [9.726503, -5.473874, -4.052205], [9.132818, -5.015208, -2.906832], [7.943689, -4.432964, -3.256644], [7.773803, -4.512998, -4.610981], [9.026709, -5.369355, -6.176722], [10.675814, -5.978777, -4.108441], [9.459993, -5.048004, -1.880864], [7.293066, -4.007248, -2.625586], [6.894750, -4.110068, -5.084375], [-12.638119, -3.514615, 6.694712], [-12.986283, -4.800640, 7.189446], [-12.198984, -5.042556, 8.282499], [-11.389558, -3.954470, 8.463233], [-11.649566, -3.017171, 7.502847], [-13.068420, -3.013572, 5.843121], [-13.729887, -5.469049, 6.789947], [-12.146697, -5.890016, 8.943492], [-10.706943, -3.857478, 9.191492], [-11.115448, -2.086434, 7.481402], [6.603654, -6.484402, 2.129295], [5.724671, -5.474433, 1.652730], [6.066694, -5.211566, 0.351646], [7.114960, -6.028517, 0.026477], [7.448679, -6.806533, 1.101261], [6.612642, -6.925192, 3.111714], [4.932703, -4.994589, 2.203192], [5.648733, -4.520754, -0.365070], [7.568505, -6.060709, -0.871014], [8.251477, -7.520596, 1.041398]], "forces_ev_per_a": [[0.235, 0.128, 0.054], [-0.161, -0.138, 0.484], [-0.187, -0.117, -0.078], [-0.054, 0.382, -1.261], [0.988, -0.635, 1.305], [-0.139, 0.170, -0.225], [-0.171, -0.187, -0.012], [-0.152, -0.153, 0.218], [0.343, 0.199, -0.194], [-0.043, 0.048, 0.273], [0.037, -0.346, 0.182], [-0.264, 0.527, -0.524], [-0.571, 0.050, -0.433], [-0.036, -0.014, -0.001], [0.023, -0.008, -0.018], [0.023, -0.016, 0.029], [-0.033, -0.015, -0.012], [-0.025, -0.025, 0.067], [-0.001, 0.013, 0.000], [-0.001, 0.004, -0.012], [-0.004, -0.004, -0.025], [0.015, 0.004, 0.007], [0.036, 0.036, 0.018], [0.003, -0.015, 0.021], [-0.064, 0.008, 0.015], [0.029, -0.014, -0.006], [0.010, -0.022, -0.058], [0.025, 0.031, -0.031], [0.006, -0.008, 0.008], [0.015, 0.033, 0.017], [-0.011, 0.016, 0.004], [-0.007, 0.021, -0.010], [-0.001, -0.022, 0.016], [0.010, 0.076, 0.053], [-0.052, -0.037, 0.019], [0.003, 0.021, -0.003], [-0.028, -0.012, 0.062], [-0.002, 0.071, -0.017], [-0.032, -0.029, -0.011], [0.140, 0.168, 0.019], [0.008, -0.017, -0.011], [0.014, 0.007, -0.011], [0.078, -0.033, -0.022], [-0.020, 0.022, -0.020], [0.003, -0.015, 0.018], [0.018, -0.048, -0.041], [0.042, 0.092, -0.089], [-0.012, -0.037, 0.009], [-0.003, 0.011, 0.005], [0.009, 0.008, 0.003], [0.026, 0.018, -0.009], [0.013, -0.003, -0.007], [-0.020, 0.003, 0.019], [0.012, 0.025, -0.019], [0.012, -0.018, 0.023], [0.004, 0.002, -0.026], [0.006, -0.029, -0.022], [0.004, -0.036, -0.007], [0.002, 0.011, 0.004], [0.002, 0.005, 0.011], [-0.017, -0.004, 0.019], [-0.029, -0.046, -0.025], [-0.028, 0.024, 0.001], [0.001, -0.019, -0.016], [0.008, 0.025, 0.006], [-0.020, -0.027, 0.018], [0.025, 0.017, 0.006], [-0.019, 0.000, 0.028], [0.000, 0.001, -0.013], [0.002, 0.010, -0.007], [0.001, 0.020, -0.001], [-0.002, -0.014, -0.005], [0.008, -0.010, -0.017], [-0.002, -0.002, -0.031], [0.028, -0.027, 0.001], [-0.044, -0.010, 0.041], [0.062, -0.082, -0.098], [-0.013, -0.006, 0.039], [0.005, -0.004, -0.009], [0.011, -0.008, -0.003], [0.031, 0.056, -0.002], [-0.121, 0.146, 0.203], [0.000, 0.001, -0.017], [0.031, 0.048, -0.020], [-0.017, -0.020, -0.009], [0.035, 0.022, 0.011], [-0.012, -0.037, -0.003], [-0.013, -0.141, 0.049], [-0.028, -0.004, 0.002], [-0.010, -0.004, -0.005], [-0.010, -0.017, -0.002], [-0.007, 0.013, 0.009], [-0.007, 0.076, 0.054], [-0.001, -0.020, 0.006], [0.010, 0.031, -0.009], [-0.058, -0.051, 0.012], [0.061, 0.006, -0.091], [-0.013, 0.030, -0.032], [0.000, -0.004, 0.011], [-0.003, 0.004, 0.009], [0.104, -0.072, 0.103], [-0.060, -0.046, 0.030], [0.011, -0.008, 0.013]], "lowdin_charge": [-0.16, -0.78, 0.70, -0.51, 0.78, 0.07, 0.06, 0.07, 0.07, 0.07, 0.06, -0.09, -0.11, -0.11, -0.11, -0.15, 0.00, -0.16, 0.09, 0.09, 0.10, 0.14, 0.10, -0.11, -0.11, -0.13, 0.00, -0.15, 0.08, 0.08, 0.11, 0.13, 0.10, -0.10, -0.11, -0.13, 0.01, -0.17, 0.08, 0.01, 0.10, 0.15, 0.11, -0.11, -0.11, -0.17, 0.00, -0.13, 0.09, 0.09, 0.10, 0.14, 0.11, -0.11, -0.11, -0.14, 0.00, -0.14, 0.09, 0.09, 0.10, 0.11, 0.10, -0.11, -0.11, -0.14, 0.01, -0.14, 0.09, 0.09, 0.10, 0.10, 0.10, -0.11, -0.11, -0.16, 0.00, -0.14, 0.09, 0.09, 0.10, 0.08, 0.10, -0.11, -0.11, -0.14, 0.00, -0.14, 0.08, 0.09, 0.10, 0.14, 0.08, -0.12, -0.12, -0.15, 0.01, -0.14, 0.09, 0.09, 0.02, 0.11, 0.10], "smiles": "C[C@H](Br)CP.c1cc[nH]c1.c1cc[nH]c1.c1cc[nH]c1.c1cc[nH]c1.c1cc[nH]c1.c1cc[nH]c1.c1cc[nH]c1.c1cc[nH]c1.c1cc[nH]c1", "e_lumo_ev": 0.274, "e_tot_ha": -4925.93870, "e_homo_ev": -8.32}

---

(3)
{"formula": "C18H24BBrCl2N3O7", "method": "the ωB97M-V functional and the def2-TZVPD basis", "elements": ["N", "C", "C", "C", "N", "N", "C", "C", "C", "Cl", "C", "O", "B", "O", "O", "C", "Cl", "C", "C", "C", "C", "Br", "H", "H", "H", "H", "H", "H", "H", "H", "H", "H", "H", "H", "H", "H", "H", "H", "H", "H", "H", "H", "C", "C", "C", "O", "C", "C", "C", "O", "O", "O", "H", "H", "H", "H"], "xyz": [[2.999742, 1.049719, 4.890622], [2.161458, 1.702594, 3.771755], [1.160126, 0.517286, 3.218082], [0.439987, 0.907440, 1.755818], [1.204097, 1.884177, 0.985073], [0.576058, 2.098210, -0.184839], [1.347278, 3.088635, -1.089995], [0.586790, 4.575651, -1.058832], [1.504898, 5.789046, -1.670798], [2.899932, 6.109674, -0.476203], [-0.670008, 1.581464, -0.734746], [-1.110659, 2.022131, -2.085401], [-0.811210, 1.005617, -3.112734], [0.430760, 0.167903, -3.051378], [-1.725027, 0.725911, -4.258833], [-1.623065, 0.545884, 0.045323], [-3.238366, -0.087486, -0.593541], [-0.933548, 0.156512, 1.467508], [-1.622514, -0.919100, 2.492085], [-3.110224, -0.356425, 2.979305], [-3.236700, -0.154080, 4.601049], [-2.891866, 1.738084, 5.175127], [2.725966, 0.024827, 4.964444], [3.994420, 0.997092, 4.517719], [1.479845, 2.525804, 4.247860], [2.938379, 2.092377, 2.988118], [0.345887, 0.336446, 4.055126], [1.840389, -0.423255, 3.012600], [1.505710, 2.681925, -2.175470], [2.439557, 3.309274, -0.662783], [0.373181, 4.779516, 0.089613], [-0.445128, 4.505233, -1.610964], [1.860084, 5.617739, -2.786354], [0.816370, 6.762684, -1.660756], [1.206753, 0.776492, -3.258907], [-1.702942, -0.271847, -4.356615], [-1.866764, -1.888615, 1.839366], [-0.947698, -1.288622, 3.370579], [-3.928705, -1.172604, 2.681116], [-3.428189, 0.616696, 2.365623], [-2.559339, -0.958045, 5.123441], [-4.359048, -0.395296, 4.918462], [-0.562002, -5.323894, -3.756362], [0.058770, -5.887629, -2.718304], [0.896859, -5.082084, -1.787531], [1.439627, -5.624668, -0.831489], [1.044582, -3.644278, -2.062287], [0.426527, -3.081397, -3.102392], [-0.433465, -3.881810, -4.016660], [-1.003470, -3.332754, -4.953565], [0.563210, -1.731226, -3.368005], [-0.055222, -7.242944, -2.468809], [-1.176034, -5.897118, -4.439516], [1.670870, -3.073920, -1.388349], [0.019802, -1.566703, -4.169342], [0.483279, -7.406242, -1.664055]], "forces_ev_per_a": [[0.419, -0.961, -1.806], [-0.105, -1.002, 0.467], [0.278, 0.936, -1.146], [0.283, -0.102, 1.129], [-5.416, -4.410, 1.129], [-1.568, 0.231, -3.123], [1.009, 2.161, -0.570], [-0.031, -0.636, 0.360], [-1.794, 0.217, -0.046], [-1.082, -0.376, -1.356], [-1.201, -1.203, 0.411], [1.785, -2.676, 2.367], [0.394, -1.533, -1.890], [-1.964, 7.846, 0.336], [2.081, -0.443, 3.842], [4.276, 1.386, 2.416], [3.247, 1.275, 1.073], [0.293, 1.872, -2.998], [-0.768, -0.182, -1.409], [-0.796, -0.151, -0.132], [-1.228, -1.594, -0.817], [0.099, -1.453, -0.392], [0.371, 1.753, 0.046], [-1.644, 0.133, 0.805], [1.502, -1.307, -1.139], [-2.046, -0.510, 1.257], [1.692, 0.218, -1.929], [-1.608, 1.664, 0.447], [-0.710, 0.614, 2.204], [-2.601, -1.008, -0.490], [0.498, -0.221, -2.450], [2.059, 0.198, 0.925], [-0.424, 0.210, 2.598], [1.691, -2.169, -0.004], [-1.236, -1.044, 0.474], [-0.017, 1.615, -0.293], [0.760, 2.172, 1.247], [-1.163, 1.129, -1.769], [1.922, 1.670, 0.684], [0.864, -2.054, 1.583], [-1.127, 1.997, -0.765], [2.564, 0.712, -0.688], [-0.135, 0.423, -0.307], [-0.441, -1.997, -0.053], [0.674, 0.135, 0.881], [-0.529, 0.203, -0.777], [-0.006, -0.270, 0.222], [0.554, 1.382, -0.141], [-0.631, -0.584, -0.714], [0.448, 0.116, 0.740], [-0.455, -6.152, -0.696], [0.618, 2.053, 0.292], [0.037, 0.032, 0.044], [0.017, -0.047, -0.044], [0.504, -0.279, 0.288], [-0.213, 0.011, -0.323]], "lowdin_charge": [-0.06, -0.26, -0.14, -0.05, 0.17, -0.08, -0.10, -0.23, -0.53, 0.47, -0.05, 0.07, -0.47, 0.02, 0.10, -0.33, 0.68, -0.02, -0.14, -0.27, -0.60, 0.54, 0.06, 0.08, 0.12, 0.12, 0.12, 0.14, 0.13, 0.14, 0.13, 0.12, 0.11, 0.11, 0.14, 0.11, 0.14, 0.12, 0.13, 0.11, 0.09, 0.09, 0.08, -0.20, -0.31, 0.11, 0.08, -0.18, -0.30, 0.11, 0.01, 0.09, 0.14, 0.13, 0.11, 0.12], "e_lumo_ev": -5.082, "e_tot_ha": -4909.97380, "e_homo_ev": -11.89, "total_charge": 1}